# 1
# C29H36N3O3RuS3

A molecular structure, C29H36N3O3RuS3 (the ωB97M-V functional and the def2-TZVPD basis, the OMol25 dataset).

Last column: Löwdin charge in e.
Geometry (Å):
Ru -1.352 0.553 -0.589  1.23
O -1.372 0.537 1.786  -0.60
S -1.045 -0.118 3.099  1.03
C 0.535 -0.930 2.779  -0.31
C 1.572 0.180 2.655  -0.24
C 2.936 -0.291 2.172  -0.21
C 2.964 -0.878 0.771  -0.31
S 2.421 0.133 -0.640  1.03
O 0.909 0.177 -0.654  -0.64
C 3.020 1.744 -0.169  -0.39
C 4.394 1.954 -0.169  -0.09
C 4.873 3.211 0.158  -0.06
C 3.984 4.238 0.457  -0.05
C 2.617 4.013 0.431  -0.04
C 2.120 2.754 0.115  -0.06
C -2.105 -1.547 3.246  -0.38
C -3.138 -1.710 2.340  -0.09
C -3.985 -2.801 2.489  -0.07
C -3.794 -3.697 3.530  -0.07
C -2.765 -3.504 4.446  -0.07
C -1.918 -2.417 4.313  -0.09
H 0.392 -1.496 1.855  0.09
H 0.739 -1.615 3.604  0.10
H 1.698 0.657 3.629  0.13
H 1.185 0.948 1.981  0.09
H 3.323 -1.064 2.843  0.13
H 3.638 0.542 2.229  0.11
H 2.347 -1.776 0.676  0.07
H 3.982 -1.164 0.495  0.10
H 5.081 1.155 -0.426  0.12
H 5.939 3.394 0.167  0.11
H 4.365 5.220 0.702  0.11
H 1.923 4.814 0.648  0.11
H 1.055 2.572 0.078  0.08
H -3.287 -0.983 1.552  0.07
H -4.803 -2.939 1.794  0.12
H -4.462 -4.541 3.645  0.11
H -2.634 -4.191 5.271  0.11
H -1.131 -2.243 5.037  0.11
C -0.442 -0.308 -3.869  -0.11
N -1.076 0.772 -3.124  -0.32
C -2.431 0.991 -3.641  -0.08
C -0.257 1.986 -3.226  -0.17
C -0.623 3.008 -2.182  -0.25
C -0.455 4.366 -2.422  -0.04
C -0.724 5.293 -1.424  -0.08
C -1.190 4.865 -0.189  -0.09
C -1.387 3.508 0.047  -0.11
C -1.080 2.574 -0.937  -0.25
H -0.360 -0.066 -4.937  0.10
H -1.026 -1.222 -3.762  0.07
H 0.569 -0.466 -3.490  0.07
H -2.393 1.301 -4.692  0.10
H -2.927 1.761 -3.054  0.08
H -3.006 0.070 -3.553  0.08
H -0.316 2.413 -4.237  0.13
H 0.784 1.685 -3.070  0.12
H -0.115 4.702 -3.395  0.11
H -0.594 6.350 -1.620  0.11
H -1.423 5.586 0.584  0.11
H -1.778 3.181 1.003  0.10
C -1.855 -5.016 -0.492  -0.01
N -0.668 -4.256 -0.858  -0.11
C 0.609 -4.762 -1.039  -0.03
C 1.409 -3.731 -1.367  -0.06
N 0.605 -2.604 -1.378  0.07
C -0.668 -2.927 -1.084  -0.73
S -2.028 -1.913 -1.030  0.70
H -1.572 -6.056 -0.365  0.10
H -2.603 -4.931 -1.278  0.10
H -2.270 -4.626 0.436  0.08
H 0.825 -5.808 -0.918  0.13
H 2.459 -3.698 -1.595  0.12
H 0.855 -1.660 -1.622  0.07
O -3.069 0.743 -0.561  -0.48

Values from the calculation:
* energy above the lowest of the compared OMol25 structures with the same formula, charge and spin: 66.7 kJ/mol
* spin multiplicity: 5
* electronic energy: -2805.80525 a.u.
* HOMO level (alpha / beta): -9.9 / -10.8 eV
* F_max: 0.325 eV Å⁻¹
* charge: +1
* frontier orbital gap (alpha / beta): 7.84 / 7.74 eV
* LUMO level (alpha / beta): -2.07 / -3.04 eV


# 2
# C29H36N6O3S3Tm

A molecular structure, C29H36N6O3S3Tm (the ωB97M-V functional and the def2-TZVPD basis, the OMol25 dataset).

Last column: Löwdin charge in e.
Geometry (Å):
Tm 0.052 -0.724 -0.891  1.05
N 1.772 -1.843 -2.511  -0.03
C 2.030 -3.269 -2.282  -0.24
C 2.353 -3.479 -0.811  -0.23
N 1.286 -2.879 0.005  -0.07
H 1.428 -1.688 -3.452  0.10
H 2.628 -1.306 -2.418  0.09
H 2.850 -3.660 -2.890  0.12
H 1.122 -3.818 -2.537  0.11
H 3.290 -2.972 -0.567  0.11
H 2.484 -4.547 -0.620  0.12
H 1.513 -2.944 0.989  0.07
H 0.437 -3.429 -0.106  0.05
C -1.498 1.522 -4.417  0.01
C -0.451 1.171 -3.393  -0.35
O -0.527 0.032 -2.882  -0.14
C 0.583 2.117 -3.060  -0.10
C 0.645 3.351 -3.745  -0.02
C 1.612 4.282 -3.487  -0.08
C 2.574 4.005 -2.506  -0.06
C 2.541 2.826 -1.811  -0.01
C 1.554 1.835 -2.043  -0.34
O 1.584 0.741 -1.344  -0.26
H -2.163 0.671 -4.540  0.09
H -1.043 1.765 -5.377  0.10
H -2.076 2.384 -4.081  0.11
H -0.095 3.564 -4.505  0.11
H 1.632 5.222 -4.020  0.11
H 3.350 4.730 -2.292  0.11
H 3.281 2.620 -1.047  0.10
S -1.284 1.428 -0.033  0.63
C -1.193 1.198 1.693  -0.70
C -1.024 2.323 2.505  -0.07
C -0.842 2.221 3.879  -0.22
C -0.492 3.368 4.652  -0.19
N -0.141 4.272 5.271  0.17
C -0.910 0.955 4.488  -0.22
C -1.133 -0.166 3.695  -0.10
C -1.216 -0.084 2.304  -0.70
S -1.196 -1.568 1.386  0.60
C -0.621 0.776 5.873  -0.19
N -0.311 0.577 6.963  0.18
H -0.988 3.294 2.031  0.12
H -1.184 -1.142 4.159  0.12
C -3.153 -3.568 -3.026  -0.20
S -2.512 -3.202 -1.373  0.98
O -1.222 -2.456 -1.657  -0.68
C -3.793 -2.027 -0.941  -0.43
C -3.779 -0.732 -1.418  -0.10
C -4.788 0.134 -1.025  -0.06
C -5.802 -0.311 -0.190  -0.06
C -5.821 -1.627 0.254  -0.06
C -4.803 -2.492 -0.111  -0.08
H -3.192 -2.646 -3.602  0.07
H -4.145 -4.004 -2.923  0.07
H -2.473 -4.282 -3.489  0.06
H -2.995 -0.396 -2.082  0.09
H -4.769 1.160 -1.367  0.11
H -6.583 0.369 0.122  0.11
H -6.623 -1.978 0.889  0.11
H -4.772 -3.510 0.260  0.11
N 3.694 0.880 3.615  0.07
C 2.331 0.344 3.950  -0.08
C 1.926 -0.667 2.882  -0.19
N 1.937 -0.094 1.546  -0.05
C 3.249 0.434 1.217  -0.18
C 3.739 1.469 2.232  -0.08
H 4.367 0.114 3.659  0.18
H 3.976 1.575 4.305  0.19
H 1.637 1.186 3.963  0.12
H 2.355 -0.103 4.943  0.14
H 0.931 -1.038 3.110  0.08
H 2.620 -1.517 2.904  0.13
H 1.233 0.641 1.475  0.09
H 3.201 0.888 0.230  0.09
H 3.959 -0.401 1.172  0.13
H 3.095 2.348 2.231  0.14
H 4.763 1.775 2.021  0.14

Values from the calculation:
* energy above the lowest of the compared OMol25 structures with the same formula, charge and spin: 0.0 kJ/mol
* spin multiplicity: 3
* electronic energy: -3960.66237 a.u.
* HOMO level: -9.4 eV
* F_max: 1.296 eV Å⁻¹
* charge: +1
* frontier orbital gap: 6.70 eV
* LUMO level: -2.72 eV


# 3
# C29H36N6O5ReSi

A molecular structure, C29H36N6O5ReSi (the ωB97M-V functional and the def2-TZVPD basis, the OMol25 dataset).

Last column: Löwdin charge in e.
Geometry (Å):
Re -0.456 -0.476 0.449  1.52
O -3.550 -2.489 0.245  0.18
C -3.189 -1.546 -0.370  -0.46
O -1.792 -1.323 -0.538  -0.33
C -4.028 -0.518 -1.016  -0.14
C -5.376 -0.449 -0.665  0.03
C -6.189 0.513 -1.243  -0.01
C -5.664 1.408 -2.168  0.04
C -4.322 1.324 -2.479  -0.12
C -3.490 0.374 -1.933  0.04
N -3.733 2.308 -3.413  -0.34
O -2.536 2.513 -3.305  0.07
O -4.471 2.843 -4.199  0.14
H -5.775 -1.158 0.049  0.14
H -7.235 0.570 -0.974  0.13
H -6.279 2.161 -2.642  0.14
H -2.457 0.326 -2.246  0.12
C 1.068 -4.633 -3.881  -0.05
C 0.092 -4.477 -2.907  -0.06
C 0.050 -3.313 -2.150  -0.11
C 0.990 -2.298 -2.361  -0.34
C 1.974 -2.471 -3.342  -0.10
C 2.003 -3.630 -4.103  -0.05
Si 1.057 -0.671 -1.504  0.69
C 2.722 -0.349 -0.771  -0.35
C 3.307 0.923 -0.800  -0.10
C 4.579 1.131 -0.273  -0.06
C 5.278 0.067 0.280  -0.05
C 4.712 -1.205 0.309  -0.07
C 3.442 -1.411 -0.208  -0.11
H 1.105 -5.542 -4.467  0.12
H -0.639 -5.257 -2.742  0.11
H -0.725 -3.205 -1.404  0.07
H 2.722 -1.703 -3.517  0.11
H 2.760 -3.750 -4.867  0.12
H 0.651 0.463 -2.367  0.02
H 2.789 1.753 -1.272  0.10
H 5.032 2.113 -0.320  0.12
H 6.277 0.223 0.667  0.12
H 5.276 -2.039 0.708  0.12
H 3.025 -2.415 -0.221  0.11
C -0.402 2.401 -0.512  -0.17
N -0.655 3.786 -0.277  -0.06
C -1.999 3.965 0.276  -0.12
N -2.133 3.265 1.565  -0.07
C -1.910 1.865 1.379  -0.16
N -0.506 1.596 0.802  -0.22
C 0.501 2.222 1.784  -0.15
N 0.229 3.614 1.962  -0.07
C 0.329 4.315 0.673  -0.12
C -1.127 3.800 2.495  -0.12
H 0.608 2.257 -0.891  0.09
H -1.122 1.994 -1.223  0.10
H -2.738 3.582 -0.427  0.13
H -2.180 5.025 0.434  0.14
H -2.645 1.455 0.681  0.12
H -1.972 1.347 2.339  0.14
H 1.493 2.067 1.363  0.12
H 0.411 1.692 2.728  0.12
H 1.333 4.188 0.268  0.14
H 0.143 5.375 0.828  0.14
H -1.309 4.862 2.637  0.14
H -1.216 3.298 3.458  0.14
C 0.502 -3.272 2.232  0.02
N 1.530 -2.468 2.896  -0.09
C 2.350 -3.198 3.882  0.02
C 1.743 -1.204 2.638  -0.41
C 2.882 -0.476 3.269  0.04
O 0.987 -0.515 1.858  -0.23
H 0.920 -4.250 2.003  0.12
H 0.196 -2.830 1.287  0.04
H -0.369 -3.398 2.876  0.12
H 1.760 -4.027 4.260  0.11
H 2.616 -2.557 4.715  0.10
H 3.253 -3.588 3.413  0.12
H 3.798 -1.059 3.214  0.10
H 2.664 -0.276 4.322  0.12
H 3.027 0.467 2.750  0.09

Values from the calculation:
* energy above the lowest of the compared OMol25 structures with the same formula, charge and spin: 24.2 kJ/mol
* spin multiplicity: 4
* electronic energy: -2198.52924 a.u.
* HOMO level (alpha / beta): -14.2 / -14.2 eV
* F_max: 0.664 eV Å⁻¹
* charge: +2
* frontier orbital gap (alpha / beta): 7.43 / 6.65 eV
* LUMO level (alpha / beta): -6.80 / -7.57 eV


Q: Which of these has the lowest energy above the lowest of the compared OMol25 structures with the same formula, charge and spin?
A: C29H36N6O3S3Tm